Computed, not measured: a structure of composition C3H7NO3 in a non-equilibrium geometry, with ωB97M-V/def2-TZVPD.

Each line ends with the Mulliken charge.
Element x y z (Å)
H 0.2953 2.1848 -0.4426  0.318
C 0.5236 0.0736 -0.2261  0.894
C 0.1464 1.2878 -1.0426  -1.270
O 1.7715 0.2268 0.3838  -0.530
H -1.0334 -2.2857 1.0850  0.308
O -1.5261 0.8465 1.3315  -0.459
N 0.2621 -1.1745 -0.6495  -0.547
H -0.4535 -1.1981 -1.3722  0.295
O -1.3263 -1.5252 0.5572  -0.624
H -0.9054 1.2310 -1.3225  0.353
H 0.7674 1.3500 -1.9376  0.358
H 2.1872 -0.6449 0.4199  0.376
C -0.6955 -0.0005 1.2194  0.230
H -0.0134 -0.3716 1.9964  0.299

Forces on atoms 1 to 3 (eV/Å):
-0.02 -0.01 -0.04
0.86 -1.13 -1.53
-0.20 0.07 0.26

Calculated values
Strongest force on any atom: 2.143 eV/Å
Orbital gap (alpha / beta): 7.61 / 7.63 eV
Energy relative to the best compared isomer or geometry (same formula, charge and spin): 540.7 kJ/mol
Total energy: -398.8317 Ha
HOMO (alpha / beta): -8.91 / -8.89 eV